DFT (ωB97M-V with the def2-TZVPD basis set) results for a single C4H10O3 molecule.

Last column: Löwdin charge in e.
Geometry (Å):
1 H 2.581 1.244 -0.718  0.09
2 C 2.700 0.355 -0.083  -0.11
3 O 1.480 0.002 0.511  -0.20
4 H -1.934 -0.929 -1.387  0.12
5 C 0.404 0.005 -0.402  -0.19
6 H -0.179 0.942 1.485  0.10
7 O -0.944 0.348 1.506  -0.03
8 H 3.404 0.575 0.722  0.09
9 H 0.201 1.041 -0.727  0.15
10 H -2.713 -1.405 0.129  0.12
11 C -2.100 -0.623 -0.348  -0.22
12 O -2.766 0.613 -0.369  -0.06
13 H -2.615 0.982 0.516  0.08
14 C -0.763 -0.525 0.398  -0.34
15 H -0.461 -1.525 0.741  0.15
16 H 0.613 -0.626 -1.279  0.14
17 H 3.091 -0.472 -0.694  0.09

Atoms 1-3, force components in eV/Å:
0.1135 -0.0656 0.0675
0.3047 0.1109 -0.1194
0.0421 0.0253 0.0011

Calculated values
M = 106.1 g mol⁻¹
DFT total energy = -10451.6305 eV
Relative energy (zero: lowest compared OMol25 entry of this formula, charge and spin) = 155.7 kJ/mol
SMILES = COC[C@@H](O)CO
F_max = 0.502 eV Å⁻¹

DFT (ωB97M-V with the def2-TZVPD basis set) results for 9 unconnected molecules or ions with the total composition C37H49BN8O11S2 at a distorted geometry.

Last column: Löwdin charge in e.
Geometry (Å):
1 H -6.332 3.472 -2.004  0.11
2 C -4.172 -1.006 -0.914  -0.11
3 C 1.972 -9.215 -0.207  -0.14
4 H 0.168 -2.601 0.405  0.15
5 H 0.261 -2.526 -1.474  0.16
6 H 6.922 6.942 -0.577  0.10
7 H -8.582 4.620 1.376  0.11
8 N 3.640 -0.197 5.586  -0.01
9 C -7.939 2.064 -1.321  -0.10
10 H 5.029 5.528 0.275  0.15
11 C -3.361 8.223 0.290  -0.15
12 H -3.984 -3.431 1.162  0.14
13 C -6.778 2.803 -1.279  -0.13
14 H -5.006 7.002 0.849  0.09
15 H -8.830 0.693 0.209  0.10
16 C 4.208 -4.557 0.834  -0.23
17 H -2.361 9.777 -0.891  0.09
18 C 5.396 1.719 -5.286  -0.13
19 H -1.984 -4.613 1.244  0.11
20 H -3.423 -4.227 -1.153  0.11
21 H 4.338 3.690 -1.291  0.10
22 H 1.326 -8.462 -0.640  0.09
23 C 6.044 0.473 -5.107  -0.11
24 H 4.203 -1.603 4.077  0.10
25 H 3.642 -0.807 6.393  0.15
26 C -5.353 8.400 -0.710  -0.14
27 C 2.010 -3.714 -0.626  -0.32
28 H 4.599 -9.919 1.580  0.11
29 N 3.057 -8.858 0.549  0.02
30 H -6.169 3.941 1.533  0.09
31 H -4.559 -0.990 1.295  0.10
32 N 5.471 5.373 -0.621  -0.01
33 H 6.926 0.120 -5.626  0.09
34 H 7.596 5.973 -3.031  0.09
35 S 2.215 -5.672 -2.269  0.92
36 C -7.919 6.426 2.529  -0.10
37 H -4.780 9.993 -2.105  0.09
38 O -0.294 -4.758 3.350  0.07
39 C 5.133 4.389 -1.513  -0.14
40 C 5.954 4.510 -2.612  -0.11
41 H 4.013 0.555 2.427  0.08
42 H 0.152 -4.902 -0.681  0.19
43 O 1.709 -6.261 -0.752  -0.19
44 O 3.709 -6.173 -2.307  -0.30
45 H -2.639 7.830 0.993  0.10
46 H 3.941 -2.456 0.004  0.13
47 H 3.610 0.308 -3.040  0.08
48 O 4.780 -5.738 0.589  0.03
49 C -5.780 5.733 2.604  -0.18
50 C 0.940 -2.493 -0.493  -0.16
51 H 3.574 2.511 -4.245  0.11
52 C -8.038 1.366 -0.094  -0.10
53 H 5.504 -1.198 -3.713  0.10
54 B -0.217 -5.218 1.918  -0.48
55 H 5.931 3.879 -3.491  0.07
56 H 3.231 -4.418 2.632  0.11
57 C 3.708 -9.988 0.971  -0.14
58 C 1.925 -10.590 -0.261  -0.11
59 H -6.628 1.393 1.650  0.11
60 H 5.683 2.509 -5.968  0.09
61 C -3.686 -3.202 -0.927  -0.15
62 N -6.171 2.572 -0.073  -0.03
63 H -8.821 7.010 2.659  0.10
64 N -6.526 4.801 1.929  0.01
65 H -4.344 0.016 -1.226  0.09
66 H 4.185 -3.783 -1.310  0.16
67 H -6.393 8.164 -0.893  0.11
68 S 1.648 -0.769 -0.404  0.85
69 C 5.345 -0.218 -4.143  -0.14
70 C 3.594 -3.528 -0.304  0.02
71 C 3.940 -0.578 4.304  -0.14
72 C 3.454 1.619 4.317  -0.11
73 C -3.252 9.204 -0.671  -0.12
74 H 3.067 1.635 6.526  0.10
75 H 3.336 -7.909 0.762  0.12
76 C 4.322 1.750 -4.425  -0.15
77 H -8.639 2.031 -2.146  0.10
78 O -1.497 -5.508 1.246  0.08
79 C -3.791 -2.093 -1.736  -0.11
80 C -6.622 6.752 2.991  -0.11
81 N 4.296 0.564 -3.738  0.01
82 O 2.418 -0.567 0.957  -0.42
83 H 3.282 2.641 4.004  0.09
84 H 0.529 -4.175 3.514  0.12
85 O 1.136 -5.341 1.348  0.10
86 C 6.822 5.602 -2.372  -0.11
87 N -3.985 -2.821 0.355  -0.01
88 H -5.296 2.980 0.231  0.14
89 C -4.288 -1.485 0.372  -0.14
90 H 0.549 0.140 -0.339  0.11
91 H -4.718 5.590 2.752  0.11
92 C 3.337 1.140 5.602  -0.15
93 O 1.595 -6.256 -3.574  -0.28
94 O 2.516 -0.342 -1.611  -0.41
95 O 4.106 -4.091 2.256  -0.03
96 N -4.642 7.736 0.255  0.01
97 C 6.504 6.114 -1.134  -0.15
98 H 3.288 -12.116 0.648  0.09
99 C 3.023 -11.080 0.485  -0.12
100 C -6.935 1.700 0.659  -0.16
101 C -4.513 9.316 -1.304  -0.12
102 C 1.180 -5.024 -0.086  -0.23
103 H -6.332 7.635 3.545  0.10
104 C 3.835 0.531 3.495  -0.12
105 O 2.011 -3.952 -2.108  -0.22
106 H -3.613 -2.070 -2.803  0.10
107 C -7.830 5.218 1.874  -0.12
108 H 1.180 -11.177 -0.782  0.09

Atoms 1-3, force components in eV/Å:
-0.1071 -0.1132 0.1145
-0.0526 0.1435 0.4200
-0.1126 -0.0608 0.0028

Calculated values
M = 856.8 g mol⁻¹
DFT total energy = -95945.7340 eV
SMILES = O=C(O)C[C@@]1(C[SH](=O)=O)OS(=O)(=O)O[C@H]1OB(O)O.c1cc[nH]c1.c1cc[nH]c1.c1cc[nH]c1.c1cc[nH]c1.c1cc[nH]c1.c1cc[nH]c1.c1cc[nH]c1.c1cc[nH]c1
F_max = 9.829 eV Å⁻¹

DFT (ωB97M-V with the def2-TZVPD basis set) results for a molecular structure, C28H26BrCl4N3O3STi at a distorted geometry.

Last column: Löwdin charge in e.
Geometry (Å):
1 H -1.501 2.051 3.731  0.13
2 O -0.273 0.845 0.129  -0.19
3 H -1.595 2.963 1.690  0.10
4 O 0.365 -2.138 0.091  -0.66
5 H -6.158 4.169 0.537  0.07
6 C 6.541 -0.026 -1.286  -0.14
7 H 0.657 -5.153 -3.021  0.09
8 H -2.323 5.392 1.177  0.10
9 C -2.258 0.390 -1.074  -0.36
10 Ti -0.978 -0.987 0.956  0.58
11 C -3.391 0.835 2.308  -0.19
12 C -3.323 0.847 -1.896  -0.63
13 H 1.820 0.698 -1.404  0.05
14 H -3.984 0.115 1.817  0.10
15 C -5.222 3.826 0.850  -0.08
16 C -3.007 4.542 1.274  -0.10
17 H -5.801 1.876 1.498  0.11
18 H 1.703 -2.039 2.002  0.09
19 C -1.225 1.145 3.212  -0.06
20 H -4.514 5.780 0.289  0.09
21 C -2.637 3.253 1.664  -0.03
22 C 2.023 -0.452 3.704  -0.13
23 H 7.638 0.067 -1.246  0.09
24 C 0.554 -3.118 -2.406  -0.27
25 C -1.679 2.420 -2.802  -0.74
26 H -0.043 -2.758 -3.207  0.07
27 H 3.877 1.653 -2.697  0.11
28 Cl -4.149 2.093 -4.050  0.63
29 H 3.913 -1.654 0.048  0.09
30 Cl -1.256 3.431 -4.103  0.65
31 C -3.639 2.251 1.801  -0.17
32 C -4.951 2.552 1.393  -0.04
33 H 2.330 -4.497 -0.579  0.10
34 H -0.614 -5.427 -0.650  0.10
35 C 1.434 -1.155 2.606  -0.10
36 H 1.303 1.151 4.989  0.07
37 C -4.249 4.845 0.759  -0.10
38 H 6.330 2.044 -2.075  0.09
39 C 3.733 -0.003 -1.216  -0.31
40 H 2.313 -4.362 -3.028  0.13
41 C 4.445 0.968 -2.021  -0.03
42 H 1.275 -2.268 -2.364  0.09
43 C 4.497 -1.043 -0.608  -0.05
44 H 2.976 -0.639 4.215  0.08
45 Cl -4.822 -0.006 -1.733  0.68
46 C -2.949 1.783 -2.852  -0.72
47 S -0.466 -3.133 -0.880  1.02
48 C -1.132 1.256 -0.807  -0.38
49 C 1.511 -5.014 -1.059  -0.22
50 H 6.435 -1.796 -0.096  0.10
51 C 1.332 -4.497 -2.497  -0.20
52 Cl 0.639 3.125 -1.610  0.70
53 O -2.318 -0.726 -0.371  -0.27
54 N 2.388 -0.132 -1.275  0.12
55 N 0.178 -0.561 2.445  -0.14
56 C 5.882 -1.039 -0.636  -0.13
57 Br -2.072 -2.923 2.082  0.05
58 H 1.725 -6.108 -1.122  0.12
59 N -2.035 0.464 2.405  -0.05
60 H -3.786 0.795 3.309  0.12
61 C -0.004 0.486 3.329  -0.28
62 C 5.843 1.105 -1.823  -0.09
63 H 1.953 -0.849 -0.687  0.06
64 H 0.186 -4.789 0.796  0.09
65 C 0.181 -4.713 -0.312  -0.33
66 C -0.819 2.224 -1.734  -0.65
67 C 1.192 0.564 4.122  -0.06

Atoms 1-3, force components in eV/Å:
-0.1360 -0.0209 0.2977
-1.1703 0.0507 -0.9235
0.0259 0.2322 0.4656

Calculated values
M = 754.2 g mol⁻¹
DFT total energy = -194157.6828 eV
Relative energy (zero: lowest compared OMol25 entry of this formula, charge and spin) = 74.1 kJ/mol
Total charge = -1
F_max = 4.111 eV Å⁻¹
Spin multiplicity = 2

DFT (ωB97M-V with the def2-TZVPD basis set) results for 9 unconnected molecules or ions with the total composition C27H54O27 at a distorted geometry.

Last column: Löwdin charge in e.
Geometry (Å):
1 O 2.053 3.097 -7.799  0.12
2 H 3.144 -3.235 5.926  0.10
3 H 4.262 -2.117 2.058  0.10
4 O -1.148 -0.264 -1.503  0.01
5 O -0.094 5.208 -0.080  -0.04
6 H -5.445 1.339 2.758  0.10
7 H -0.950 3.399 -6.910  0.10
8 H 0.373 2.069 6.324  0.10
9 O 2.370 -2.841 1.764  0.02
10 H -1.845 -2.454 -4.072  0.09
11 H 1.753 6.116 -0.363  0.10
12 C 2.801 -0.613 -6.361  -0.02
13 O 0.846 3.681 -5.990  0.01
14 H -0.533 -3.604 -4.263  0.10
15 C -1.811 0.468 -2.528  -0.03
16 H -2.488 -2.713 4.126  0.09
17 H -0.463 -2.510 -0.863  0.08
18 O 1.624 0.831 3.751  0.14
19 H 0.687 1.255 0.666  0.09
20 C -1.584 3.749 1.349  -0.02
21 H -0.936 -7.998 -3.482  0.10
22 H 0.083 2.015 -7.021  0.09
23 C -0.423 -7.262 -4.101  -0.04
24 O -5.686 1.515 5.373  0.15
25 H 0.176 0.439 5.679  0.09
26 C 0.441 -3.370 5.273  -0.62
27 H -2.204 3.313 2.124  0.10
28 H -1.775 -1.894 5.529  0.10
29 C 3.223 -1.826 2.256  -0.04
30 O 0.288 -3.421 6.461  0.13
31 H -4.508 -0.098 2.935  0.10
32 C -0.234 2.807 -6.340  -0.02
33 C 1.932 3.664 -6.748  -0.63
34 H -1.302 -2.866 0.620  0.11
35 C -1.562 -0.034 -0.265  -0.60
36 C 0.842 5.881 -0.915  -0.04
37 O 2.325 -0.495 -2.890  0.01
38 H -0.630 2.356 -5.439  0.08
39 H -1.936 -0.224 2.197  0.10
40 C 2.677 -4.049 5.368  -0.03
41 H 3.167 -0.937 1.624  0.08
42 C -3.854 1.903 7.502  -0.03
43 H -0.410 -1.140 2.514  0.11
44 H 1.098 5.237 -1.749  0.09
45 H -0.761 3.095 1.068  0.07
46 O -2.530 0.613 0.048  0.12
47 C 1.331 1.895 1.276  -0.03
48 H 2.166 1.252 1.551  0.09
49 H 4.886 4.651 -6.102  0.09
50 O -0.697 -0.616 0.567  -0.13
51 C -1.782 -2.818 4.941  -0.05
52 C -1.498 -3.442 -3.783  -0.03
53 C 1.266 -2.440 1.141  -0.55
54 C -4.506 1.597 5.202  -0.61
55 O 2.867 4.392 -6.147  0.01
56 H 3.665 -0.020 -1.462  0.09
57 O 0.681 -3.498 0.594  0.05
58 H -4.892 2.188 7.669  0.09
59 O -0.233 1.969 4.339  0.03
60 C -0.295 5.738 1.138  -0.63
61 O 0.896 -0.842 -4.557  0.12
62 C -0.558 -3.258 -0.073  -0.01
63 H -0.864 -4.206 -0.498  0.10
64 O 0.613 2.335 2.402  -0.05
65 H -1.113 0.478 -3.364  0.07
66 H 2.214 0.267 -6.625  0.09
67 H -2.099 1.466 -2.217  0.10
68 H -0.507 -7.567 -5.143  0.10
69 H 3.767 -0.485 -6.847  0.10
70 O -3.567 1.842 6.113  -0.03
71 H 4.313 3.639 -7.453  0.09
72 O 0.878 -1.307 1.083  0.05
73 O -0.921 -5.953 -3.904  -0.03
74 H -1.223 1.522 6.079  0.07
75 C 0.775 1.644 3.535  -0.63
76 C 4.104 4.515 -6.842  -0.04
77 C -0.884 -0.344 1.955  0.01
78 H -3.806 1.259 2.047  0.07
79 H 0.407 6.812 -1.281  0.10
80 C 2.011 -0.609 -4.178  -0.62
81 H -3.165 2.617 7.937  0.09
82 H 4.067 5.379 -7.508  0.10
83 H -1.388 -3.463 -2.699  0.07
84 O -2.439 -4.393 -4.258  0.02
85 H -2.679 -0.087 -2.890  0.10
86 H 2.347 -4.812 6.070  0.10
87 O -3.825 1.539 4.058  -0.01
88 O -1.073 4.983 1.873  0.04
89 H 2.325 -1.528 -6.699  0.10
90 H 4.283 0.213 -3.124  0.09
91 H -2.122 -3.598 5.626  0.10
92 C -0.229 1.448 5.649  -0.03
93 C -2.067 -5.638 -4.527  -0.61
94 H -0.389 0.600 2.198  0.08
95 O 3.087 -0.614 -4.960  -0.02
96 H 3.104 -1.596 3.308  0.09
97 H -2.215 3.937 0.479  0.10
98 H 3.405 -4.462 4.677  0.09
99 O 0.158 6.774 1.528  0.14
100 O -0.518 -3.106 4.395  0.00
101 C 3.691 -0.422 -2.467  -0.03
102 O -2.713 -6.363 -5.230  0.14
103 O 1.578 -3.540 4.616  0.00
104 H 4.149 -1.411 -2.515  0.10
105 H 0.624 -7.232 -3.810  0.09
106 C -4.418 0.994 2.902  -0.05
107 H -3.711 0.906 7.922  0.10
108 H 1.680 2.734 0.682  0.10

Atoms 1-3, force components in eV/Å:
0.0457 -0.2978 -0.3016
-0.0418 -0.0501 0.0405
-0.2287 -0.6227 0.3729

Calculated values
M = 810.7 g mol⁻¹
DFT total energy = -84153.4531 eV
Relative energy (zero: lowest compared OMol25 entry of this formula, charge and spin) = 385.4 kJ/mol
SMILES = COC(=O)OC.COC(=O)OC.COC(=O)OC.COC(=O)OC.COC(=O)OC.COC(=O)OC.COC(=O)OC.COC(=O)OC.COC(=O)OC
F_max = 8.657 eV Å⁻¹